1.
DFT (ωB97M-V with the def2-TZVPD basis set) results for C36H30N5O4RhS2 as an isolated structure.

Last column: Löwdin charge in e.
Positions of all 78 atoms, in Å:
Rh: 0.155 -0.669 -0.027  1.17
O: -1.602 2.681 1.637  0.04
C: -1.147 1.869 0.833  -0.51
N: -0.059 1.113 1.036  -0.07
C: 0.507 1.217 2.356  -0.17
C: 1.681 0.310 2.496  -0.29
C: 2.506 0.379 3.612  -0.02
C: 3.547 -0.521 3.733  -0.04
C: 3.746 -1.462 2.731  -0.04
C: 2.900 -1.454 1.643  -0.12
N: 1.899 -0.581 1.526  0.04
C: -1.752 1.695 -0.524  -0.18
C: -2.808 2.503 -0.915  0.02
C: -3.306 2.373 -2.197  -0.04
C: -2.722 1.445 -3.051  -0.04
C: -1.689 0.661 -2.573  -0.10
N: -1.220 0.780 -1.336  0.10
H: -0.231 0.955 3.128  0.14
H: 0.794 2.256 2.556  0.13
H: 2.312 1.120 4.375  0.13
H: 4.198 -0.490 4.597  0.11
H: 4.543 -2.189 2.796  0.11
H: 3.015 -2.163 0.834  0.12
H: -3.203 3.205 -0.194  0.12
H: -4.133 2.984 -2.534  0.11
H: -3.063 1.325 -4.070  0.11
H: -1.218 -0.087 -3.202  0.11
C: 4.980 4.498 -0.457  -0.04
C: 4.776 3.160 0.268  -0.55
C: 3.758 3.371 1.391  -0.06
C: 6.096 2.690 0.900  -0.04
C: 4.315 2.102 -0.733  -0.16
C: 5.126 1.803 -1.842  -0.03
C: 4.756 0.858 -2.780  -0.07
C: 3.568 0.173 -2.584  -0.45
S: 2.831 -1.041 -3.591  1.14
C: 1.517 -1.165 -2.463  -0.51
N: 1.613 -0.340 -1.428  -0.03
C: 2.753 0.423 -1.475  -0.27
C: 3.126 1.417 -0.567  0.05
C: 0.406 -2.055 -2.547  -0.28
C: 0.154 -2.903 -3.635  -0.05
C: -1.023 -3.617 -3.680  -0.09
C: -1.951 -3.494 -2.650  -0.06
C: -1.687 -2.686 -1.545  -0.08
C: -0.498 -1.987 -1.459  -0.19
H: 5.311 5.263 0.247  0.09
H: 4.043 4.826 -0.909  0.09
H: 5.728 4.418 -1.247  0.08
H: 4.129 4.137 2.074  0.09
H: 3.604 2.454 1.963  0.07
H: 2.796 3.709 0.997  0.09
H: 6.437 3.406 1.650  0.09
H: 6.881 2.580 0.152  0.08
H: 5.952 1.723 1.386  0.09
H: 6.062 2.327 -1.988  0.11
H: 5.377 0.660 -3.644  0.11
H: 2.448 1.631 0.245  0.09
H: 0.887 -2.971 -4.433  0.10
H: -1.237 -4.259 -4.525  0.10
H: -2.891 -4.030 -2.702  0.10
H: -2.442 -2.604 -0.776  0.09
O: -3.238 -0.818 0.874  0.07
C: -2.461 -1.535 1.479  -0.52
N: -1.108 -1.493 1.370  -0.18
S: -0.344 -2.584 2.349  0.65
O: 0.511 -3.413 1.542  -0.31
O: 0.253 -1.965 3.504  -0.28
C: -1.833 -3.373 2.906  -0.21
C: -2.015 -4.416 3.788  -0.03
C: -3.321 -4.746 4.128  -0.07
C: -4.396 -4.036 3.602  -0.06
C: -4.191 -2.971 2.735  0.00
C: -2.891 -2.641 2.398  -0.13
H: -1.170 -4.955 4.196  0.12
H: -3.501 -5.564 4.813  0.11
H: -5.405 -4.315 3.878  0.11
H: -5.011 -2.397 2.324  0.12

Properties
HOMO-LUMO gap (spin up / spin down) = 0.265 / 0.263 Eh
E_tot = -2871.57995 Ha

***

2.
DFT (ωB97M-V with the def2-TZVPD basis set) results for C21H27AsKN3O4S2 as an isolated structure.

Last column: Löwdin charge in e.
Positions of all 59 atoms, in Å:
K: -0.324 -0.593 0.718  0.67
C: -4.296 0.310 3.190  -0.02
C: -3.197 -0.461 2.480  -0.40
O: -2.504 0.178 1.680  -0.11
C: -3.041 -1.882 2.750  -0.10
C: -3.664 -2.391 3.912  -0.07
C: -3.609 -3.709 4.280  -0.12
C: -2.928 -4.605 3.441  -0.10
C: -2.337 -4.173 2.289  -0.03
C: -2.353 -2.803 1.868  -0.39
O: -1.812 -2.491 0.761  -0.24
H: -4.385 1.281 2.708  0.08
H: -4.045 0.462 4.241  0.08
H: -5.250 -0.214 3.156  0.09
H: -4.194 -1.703 4.558  0.10
H: -4.081 -4.053 5.190  0.09
H: -2.874 -5.656 3.702  0.10
H: -1.824 -4.864 1.631  0.11
O: 5.553 -1.023 -5.270  -0.05
C: 5.311 0.252 -4.687  -0.27
N: 5.716 0.241 -3.324  0.10
C: 4.956 -0.044 -2.220  -0.44
O: 5.433 0.021 -1.106  0.09
C: 3.516 -0.400 -2.425  -0.12
C: 3.072 -1.369 -3.316  -0.01
C: 1.716 -1.650 -3.357  -0.03
C: 0.858 -0.937 -2.534  -0.14
N: 1.273 -0.008 -1.673  0.04
C: 2.579 0.225 -1.608  -0.08
H: 5.390 -0.969 -6.218  0.09
H: 4.249 0.505 -4.740  0.12
H: 5.885 1.017 -5.217  0.13
H: 6.695 0.360 -3.110  0.15
H: 3.774 -1.893 -3.952  0.11
H: 1.318 -2.410 -4.016  0.11
H: -0.212 -1.103 -2.568  0.09
H: 2.915 0.937 -0.862  0.11
S: -4.615 -0.742 -2.182  1.02
C: -4.108 0.450 -3.305  -0.41
C: -2.836 0.831 -3.011  -0.26
N: -2.262 0.197 -1.947  -0.03
C: -3.084 -0.663 -1.424  -0.48
H: -4.737 0.817 -4.098  0.06
H: -2.272 1.574 -3.556  0.10
H: -2.820 -1.264 -0.562  0.04
C: 2.360 4.028 2.823  -0.26
As: 1.177 2.626 2.213  0.62
C: 0.819 3.052 0.360  -0.25
C: -0.498 2.913 3.135  -0.24
S: 1.958 0.696 2.460  0.04
H: 1.949 5.001 2.559  0.04
H: 3.329 3.884 2.348  0.04
H: 2.480 3.953 3.902  0.04
H: 0.292 4.003 0.283  0.04
H: 0.225 2.269 -0.109  0.02
H: 1.773 3.122 -0.161  0.03
H: -0.778 3.965 3.082  0.04
H: -0.369 2.612 4.173  0.04
H: -1.263 2.291 2.667  0.02

Properties
HOMO-LUMO gap = 0.257 Eh
E_tot = -4913.79325 Ha

***

3.
DFT (ωB97M-V with the def2-TZVPD basis set) results for C3H7OSn as an isolated structure.

Last column: Löwdin charge in e.
Positions of all 12 atoms, in Å:
Sn: 3.655 0.612 1.337  0.74
C: 0.608 0.352 -0.845  -0.13
C: -0.220 0.182 0.465  -0.62
C: -1.443 -0.660 0.154  -0.08
O: 0.630 -0.336 1.469  -0.35
H: 0.060 0.842 -1.650  0.07
H: 1.039 -0.587 -1.189  0.07
H: 1.501 0.965 -0.719  -0.02
H: -0.563 1.171 0.768  0.11
H: -2.043 -0.848 1.045  0.07
H: -1.239 -1.644 -0.269  0.07
H: -1.986 -0.048 -0.566  0.07

Properties
HOMO-LUMO gap (spin up / spin down) = 0.210 / 0.195 Eh
expectation value of S² = 0.804
E_tot = -407.87725 Ha
spin multiplicity = 2

***

| no. | maximum force (Eh/bohr) |
| --- | --- |
| 1 | 0.063 |
| 2 | 0.012 |
| 3 | 0.048 |